Arrangement a

Here is 8 unconnected molecules or ions with the total composition H16O8 from the Open Molecules 2025 dataset. Energies are from ωB97M-V with the def2-TZVPD basis set.

Last column: Mulliken charge in e.
Element x y z (Å)
O 2.930 0.201 1.382  -0.7432
H 2.805 -0.586 1.911  0.3019
H 3.836 0.462 1.550  0.3458
O -0.549 -0.146 -2.329  -0.8334
H -0.474 -1.100 -2.298  0.4526
H 0.121 0.127 -2.955  0.2834
O 0.285 -0.377 0.255  -0.6953
H 0.089 -0.337 -0.681  0.4983
H 1.170 -0.021 0.330  0.2927
O 2.139 2.640 2.225  -0.6378
H 1.926 2.496 3.147  0.2805
H 2.500 1.804 1.929  0.3924
O -0.010 -2.703 -2.468  -0.6551
H -0.317 -2.946 -3.342  0.2993
H 0.034 -3.532 -1.991  0.3072
O -1.846 -0.815 1.941  -0.6071
H -1.471 -0.430 2.734  0.2850
H -1.128 -0.808 1.308  0.3488
O -1.297 2.059 0.941  -0.5892
H -1.064 1.499 0.201  0.3488
H -0.712 1.781 1.646  0.2712
O -3.188 0.560 -1.927  -0.6368
H -3.493 -0.154 -1.366  0.3033
H -2.286 0.326 -2.144  0.3869

Computed properties:
SMILES: O.O.O.O.O.O.O.O
HOMO: -9.93 eV
gap between HOMO and LUMO: 9.79 eV
charge: 0
LUMO energy: -0.1 eV

***

Arrangement b

Here is 8 unconnected molecules or ions with the total composition H16O8 from the Open Molecules 2025 dataset. Energies are from ωB97M-V with the def2-TZVPD basis set.

Last column: Mulliken charge in e.
Element x y z (Å)
O 1.638 -1.837 2.655  -0.6424
H 0.872 -1.349 3.004  0.3615
H 1.347 -2.188 1.809  0.2839
O -0.817 -0.151 2.984  -0.6314
H -0.993 0.377 2.195  0.2947
H -1.462 -0.866 2.938  0.3360
O -0.501 -2.383 -0.022  -0.5675
H -1.168 -2.598 -0.684  0.2573
H -0.557 -3.104 0.618  0.2892
O 0.573 2.879 1.449  -0.6240
H 0.382 2.183 0.798  0.3469
H 1.453 2.666 1.776  0.3069
O 0.366 1.758 -3.656  -0.5987
H -0.521 1.640 -3.303  0.2881
H 0.245 2.320 -4.429  0.2961
O 2.282 -0.264 -2.952  -0.6398
H 2.695 -0.227 -2.082  0.3199
H 1.950 0.633 -3.114  0.3330
O 0.261 0.455 -0.092  -0.4928
H 0.255 -0.438 0.293  0.2388
H -0.063 0.336 -0.991  0.2557
O -2.954 -0.050 0.584  -0.6094
H -2.615 0.825 0.358  0.3206
H -2.669 -0.617 -0.139  0.2774

Computed properties:
SMILES: O.O.O.O.O.O.O.O
HOMO: -10.91 eV
gap between HOMO and LUMO: 10.48 eV
charge: 0
LUMO energy: -0.4 eV

***

Arrangement c

Here is 8 unconnected molecules or ions with the total composition H16O8 from the Open Molecules 2025 dataset. Energies are from ωB97M-V with the def2-TZVPD basis set.

Last column: Mulliken charge in e.
Element x y z (Å)
O -1.422 -1.543 0.782  -0.6707
H -2.128 -1.276 0.415  0.2151
H -1.525 -2.496 0.598  0.3250
O 1.834 0.462 -2.751  -0.6039
H 1.684 -0.354 -3.259  0.3075
H 1.343 0.248 -2.007  0.3401
O -0.021 0.885 0.065  -0.4399
H -0.612 0.172 0.394  0.2557
H 0.712 0.539 0.160  0.2874
O -0.043 3.308 0.765  -0.5982
H 0.736 3.751 1.174  0.2951
H 0.349 2.549 0.321  0.2928
O -1.220 -0.788 3.483  -0.6313
H -0.488 -0.684 3.959  0.2763
H -1.207 -0.979 2.490  0.3868
O -1.520 2.128 -1.629  -0.6532
H -1.993 1.360 -2.131  0.2984
H -0.805 1.459 -1.181  0.3876
O 1.914 -0.818 0.553  -0.6282
H 1.721 -1.542 1.069  0.2953
H 2.491 -0.309 1.224  0.2857
O 0.380 -2.239 -1.573  -0.6046
H 0.018 -1.895 -0.703  0.2898
H -0.197 -1.937 -2.219  0.2914

Computed properties:
SMILES: O.O.O.O.O.O.O.O
HOMO: -10.26 eV
gap between HOMO and LUMO: 9.72 eV
charge: 0
LUMO energy: -0.5 eV

***

Arrangement d

Here is 8 unconnected molecules or ions with the total composition H16O8 from the Open Molecules 2025 dataset. Energies are from ωB97M-V with the def2-TZVPD basis set.

Last column: Mulliken charge in e.
Element x y z (Å)
O 2.977 0.320 -2.084  -0.6673
H 3.685 0.445 -1.414  0.2938
H 2.264 0.910 -1.937  0.3713
O 0.019 -2.990 0.450  -0.6232
H 0.750 -2.919 -0.156  0.3381
H -0.491 -2.205 0.414  0.3434
O -0.555 3.906 1.555  -0.6243
H -1.080 4.375 2.222  0.3111
H -0.925 3.068 1.403  0.3051
O -2.385 1.172 1.278  -0.6520
H -3.184 1.342 1.712  0.2888
H -1.724 1.238 1.930  0.3177
O -2.395 -1.702 0.626  -0.6179
H -2.328 -1.722 1.572  0.3035
H -2.907 -0.975 0.413  0.2697
O 0.812 -1.871 -1.946  -0.6177
H 1.454 -2.006 -2.653  0.2895
H 0.300 -1.108 -2.181  0.3195
O -0.210 0.842 -0.776  -0.6383
H -0.867 1.116 -0.118  0.2524
H 0.356 0.197 -0.326  0.4563
O 1.931 -0.676 0.253  -0.6549
H 2.622 -0.037 0.512  0.2796
H 1.888 -0.723 -0.755  0.3557

Computed properties:
SMILES: O.O.O.O.O.O.O.O
HOMO: -9.83 eV
gap between HOMO and LUMO: 9.74 eV
charge: 0
LUMO energy: -0.1 eV

***

Bottom line: arrangement b, by a margin of 0.0049 hartree.

***

Arrangement a

Here is 8 unconnected molecules or ions with the total composition H16O8 from the Open Molecules 2025 dataset. Energies are from ωB97M-V with the def2-TZVPD basis set.

Last column: Mulliken charge in e.
Element x y z (Å)
O 15.064 -0.181 5.997  -0.8173
H 15.752 -0.715 6.459  0.4017
H 15.544 0.626 5.738  0.4121
O 14.144 -3.339 7.751  -0.6334
H 13.866 -3.128 8.654  0.3010
H 14.709 -2.597 7.540  0.2852
O 17.601 2.406 8.256  -0.6362
H 18.357 2.963 8.069  0.2965
H 17.311 2.045 7.419  0.3829
O 12.637 0.198 7.081  -0.6200
H 13.438 0.025 6.639  0.4497
H 12.433 -0.590 7.544  0.2930
O 17.078 1.569 5.528  -0.6742
H 17.781 1.048 5.158  0.3028
H 17.217 2.404 5.074  0.2989
O 15.046 -2.028 4.089  -0.6601
H 14.936 -1.262 4.693  0.3823
H 14.351 -2.651 4.328  0.2893
O 15.872 0.355 2.657  -0.6050
H 16.413 -0.351 3.022  0.3067
H 15.215 0.511 3.358  0.3071
O 16.565 -2.011 7.338  -0.6393
H 17.200 -2.454 6.786  0.2794
H 17.054 -1.439 7.857  0.2969

Computed properties:
SMILES: O.O.O.O.O.O.O.O
HOMO: -10.73 eV
gap between HOMO and LUMO: 10.30 eV
charge: 0
LUMO energy: -0.4 eV

***

Arrangement b

Here is 8 unconnected molecules or ions with the total composition H16O8 from the Open Molecules 2025 dataset. Energies are from ωB97M-V with the def2-TZVPD basis set.

Last column: Mulliken charge in e.
Element x y z (Å)
H -0.188 -0.721 0.185  0.2595
H -1.514 -0.622 0.920  0.3323
H 1.010 0.704 0.298  0.2646
H 2.420 0.980 -0.198  0.2879
H 1.920 -0.918 2.953  0.1907
H 2.494 -1.613 1.729  0.2457
H 0.114 -3.200 -2.941  0.3350
H -0.870 -2.962 -1.807  0.3382
H 1.864 -1.649 -1.348  0.2789
H 0.472 -2.141 -0.987  0.1897
H 1.866 1.272 -1.795  0.2846
H 1.670 2.714 -2.234  0.2990
H -3.001 4.036 0.800  0.2861
H -3.054 2.668 1.461  0.3045
H -3.826 0.700 0.811  0.3315
H -2.385 0.691 1.293  0.3429
O -0.568 -0.482 1.037  -0.6066
O 1.931 0.469 0.458  -0.4874
O 2.022 -0.817 2.000  -0.4147
O -0.211 -3.591 -2.122  -0.6536
O 1.333 -1.949 -0.601  -0.4816
O 1.900 2.178 -1.467  -0.6559
O -2.459 3.261 0.989  -0.5747
O -2.941 0.991 0.565  -0.6966

Computed properties:
SMILES: O.O.O.O.O.O.O.O
HOMO: -9.33 eV
gap between HOMO and LUMO: 9.31 eV
charge: 0
LUMO energy: 0.0 eV

***

Bottom line: arrangement a, by a margin of 0.1179 hartree.

***

Arrangement a

Here is 8 unconnected molecules or ions with the total composition H16O8 from the Open Molecules 2025 dataset. Energies are from ωB97M-V with the def2-TZVPD basis set.

Last column: Mulliken charge in e.
Element x y z (Å)
O -7.435 -12.549 18.200  -0.6213
H -7.434 -13.489 17.922  0.3107
H -8.314 -12.400 18.509  0.3020
O -11.817 -9.910 14.065  -0.5918
H -11.312 -9.885 13.268  0.2777
H -11.249 -9.591 14.734  0.2955
O -12.851 -9.861 17.093  -0.6340
H -13.061 -10.622 16.587  0.2698
H -12.899 -9.217 16.419  0.2964
O -9.230 -9.658 19.305  -0.6319
H -9.926 -9.189 19.740  0.3126
H -8.562 -9.013 19.067  0.2892
O -10.462 -11.425 17.703  -0.6388
H -10.203 -10.895 18.446  0.4361
H -11.204 -11.014 17.348  0.2576
O -9.260 -12.219 15.079  -0.5859
H -9.391 -11.620 14.321  0.2740
H -9.606 -11.747 15.866  0.3370
O -11.657 -8.186 19.192  -0.6218
H -12.066 -7.368 18.940  0.2721
H -12.249 -8.812 18.727  0.3574
O -12.527 -12.540 15.152  -0.5555
H -13.265 -13.148 15.007  0.2791
H -12.680 -11.894 14.482  0.3137

Computed properties:
SMILES: O.O.O.O.O.O.O.O
HOMO: -10.38 eV
gap between HOMO and LUMO: 10.40 eV
charge: 0
LUMO energy: 0.0 eV

***

Arrangement b

Here is 8 unconnected molecules or ions with the total composition H16O8 from the Open Molecules 2025 dataset. Energies are from ωB97M-V with the def2-TZVPD basis set.

Last column: Mulliken charge in e.
Element x y z (Å)
H 0.200 0.423 -0.968  0.3306
H 0.083 -0.066 0.511  0.3778
H 1.791 1.185 3.000  0.3196
H 2.341 -0.031 3.613  0.2666
H 4.542 -1.190 -1.592  0.3119
H 2.982 -1.235 -1.720  0.3073
H -0.985 2.749 -0.227  0.2607
H -1.163 1.320 -0.737  0.3406
H 1.705 4.122 -0.809  0.3049
H 1.728 2.888 -1.786  0.3078
H -2.194 -3.439 -2.852  0.2725
H -0.987 -4.143 -3.010  0.2976
H -3.899 -1.850 0.679  0.3096
H -3.956 -0.671 -0.346  0.3021
H -1.803 -0.449 3.435  0.3080
H -0.931 0.840 3.028  0.2952
O 0.161 -0.319 -0.437  -0.6617
O 1.639 0.221 3.091  -0.5855
O 3.700 -1.385 -1.151  -0.6166
O -0.576 1.893 -0.228  -0.6635
O 2.159 3.630 -1.516  -0.6105
O -1.334 -3.339 -2.648  -0.5637
O -3.488 -1.474 -0.152  -0.6094
O -1.715 0.320 2.823  -0.6018

Computed properties:
SMILES: O.O.O.O.O.O.O.O
HOMO: -10.44 eV
gap between HOMO and LUMO: 10.77 eV
charge: 0
LUMO energy: 0.3 eV

***

Arrangement c

Here is 8 unconnected molecules or ions with the total composition H16O8 from the Open Molecules 2025 dataset. Energies are from ωB97M-V with the def2-TZVPD basis set.

Last column: Mulliken charge in e.
Element x y z (Å)
O 1.024 2.395 -0.406  -0.6082
H 1.798 1.861 -0.226  0.2868
H 1.376 3.246 -0.669  0.2719
O -0.318 -0.106 0.428  -0.6824
H 0.546 -0.242 0.816  0.2357
H -0.471 0.836 0.506  0.3163
O -2.966 -0.669 0.716  -0.6824
H -2.038 -0.436 0.679  0.4471
H -3.098 -0.987 1.609  0.3325
O -1.605 2.287 -1.809  -0.6358
H -2.309 1.887 -1.299  0.3583
H -0.818 2.148 -1.281  0.3229
O 3.089 -1.176 2.310  -0.6059
H 2.631 -1.880 1.850  0.3956
H 2.932 -0.398 1.775  0.2600
O 1.353 -1.748 -1.980  -0.6597
H 1.159 -1.920 -2.901  0.3028
H 0.720 -1.078 -1.723  0.3161
O 2.488 -3.078 0.452  -0.6408
H 2.748 -3.888 0.013  0.3075
H 2.007 -2.588 -0.214  0.3399
O -3.414 1.922 0.069  -0.6579
H -3.555 2.535 0.790  0.2949
H -3.279 1.076 0.496  0.3852

Computed properties:
SMILES: O.O.O.O.O.O.O.O
HOMO: -10.35 eV
gap between HOMO and LUMO: 10.15 eV
charge: 0
LUMO energy: -0.2 eV

***

Arrangement d

Here is a molecular structure, H16O8 from the Open Molecules 2025 dataset. Energies are from ωB97M-V with the def2-TZVPD basis set.

Last column: Mulliken charge in e.
Element x y z (Å)
H -1.280 -0.345 -0.078  0.4097
H -0.444 0.923 -0.585  0.2342
H 4.534 1.005 -0.295  0.2905
H 3.834 0.587 -1.667  0.3096
H 0.983 2.508 -1.732  0.3395
H 1.621 3.362 -0.620  0.3001
H -0.497 -4.618 1.440  0.3132
H -1.043 -4.475 -0.030  0.3318
H -5.009 -0.461 2.272  0.3322
H -3.991 0.711 2.672  0.3135
H 1.246 -0.837 -1.156  0.2158
H 1.568 -1.381 -2.520  0.2931
H -1.941 1.646 0.714  0.2788
H -2.688 0.388 0.320  0.2565
H 1.638 0.724 1.979  0.2843
H 2.061 -0.196 0.653  0.3009
O -0.957 0.182 -0.892  -0.5829
O 4.618 0.960 -1.203  -0.5951
O 1.518 3.296 -1.557  -0.6149
O -1.229 -4.301 0.918  -0.6459
O -4.736 0.485 2.089  -0.6491
O 1.001 -1.560 -1.776  -0.5220
O -2.153 1.053 -0.076  -0.6211
O 1.343 0.346 1.132  -0.5725

Computed properties:
HOMO: -6.97 eV
gap between HOMO and LUMO: 6.66 eV
charge: 0
LUMO energy: -0.3 eV

***

Bottom line: arrangement c, by a margin of 0.0061 hartree.

***

Arrangement a

Here is 2 unconnected molecules or ions with the total composition C3H6N2S2 from the Open Molecules 2025 dataset. Energies are from ωB97M-V with the def2-TZVPD basis set.

Last column: Mulliken charge in e.
Element x y z (Å)
C 3.058 -1.159 1.187  -0.2648
C -1.431 -0.540 -0.158  0.4045
C -0.913 0.860 -0.214  -1.0515
N 2.549 -1.342 0.151  0.4153
N 1.830 -1.326 -0.837  -0.6326
S -1.961 -1.392 -1.467  -0.2210
S -1.675 -1.337 1.383  -0.1936
H 3.645 -1.699 1.861  0.2838
H -0.045 1.046 0.494  0.2820
H -1.659 1.801 0.166  0.2772
H -0.516 1.119 -1.151  0.3476
H 2.396 -1.259 -1.757  0.2221
H -1.732 -0.359 2.327  0.1311

Computed properties:
HOMO: -8.51 eV
gap between HOMO and LUMO: 8.32 eV
charge: 0
LUMO energy: -0.2 eV

***

Arrangement b

Here is C3H6N2S2 in the gas phase from the Open Molecules 2025 dataset. Energies are from ωB97M-V with the def2-TZVPD basis set.

Last column: Mulliken charge in e.
Element x y z (Å)
C -0.947 -1.787 0.137  -1.2128
C -0.949 -0.331 0.121  0.5274
C 0.762 1.417 0.066  0.0984
H -0.444 -1.862 -0.841  0.3725
H -1.893 -2.173 0.188  0.3573
H -0.389 -2.294 0.954  0.3262
H 2.544 -0.271 -0.053  0.2019
H 0.087 2.237 0.458  0.2326
H 1.947 2.782 0.077  0.2914
N 0.339 0.152 0.168  -0.0168
N 1.950 1.700 -0.013  -0.6007
S -2.198 0.709 -0.118  -0.3547
S 1.506 -1.158 -0.120  -0.2227

Computed properties:
SMILES: [H]/N=C/N(S)C(C)=S
HOMO: -8.63 eV
gap between HOMO and LUMO: 8.65 eV
charge: 0
LUMO energy: 0.0 eV

***

Bottom line: arrangement b, by a margin of 0.0806 hartree.